No. 1
Entry from OMol25: a 3-piece molecular cluster, C6H12Br6 overall at a distorted geometry (ωB97M-V/def2-TZVPD).

```
24
Properties=species:S:1:pos:R:3:forces:R:3
Br 1.477876 2.927364 1.186413 0.1 -0.1 -0.2
C 0.749673 2.901354 -0.622527 -1.1 -0.7 0.2
C 0.589979 1.476129 -1.152451 1.3 0.0 -0.6
Br -0.207344 1.568260 -2.958283 0.0 0.0 0.5
H 1.393722 3.524850 -1.242638 -0.3 -0.2 0.1
H -0.262557 3.288280 -0.505151 0.3 0.5 -0.2
H 0.047798 0.747089 -0.550264 -0.3 0.6 0.0
H 1.572908 1.049070 -1.351382 0.0 0.0 0.1
Br 1.165156 -0.735156 4.059209 -0.5 0.3 0.0
C -0.127415 0.780312 3.887056 0.2 -0.4 0.7
C -1.533357 0.298208 4.365080 1.0 0.5 -0.5
Br -2.866740 1.795485 4.272660 0.8 -1.0 -0.2
H 0.046399 1.105241 2.861234 -0.9 -0.2 0.1
H 0.316557 1.552466 4.515358 -0.4 -0.1 0.2
H -1.534369 -0.028038 5.405114 0.2 0.4 -0.1
H -1.822703 -0.578826 3.786124 -0.4 0.5 -0.3
Br -0.451463 -3.661960 -5.158983 -0.1 0.1 0.5
C -0.571323 -3.059679 -3.266099 0.6 0.1 -1.0
C 0.579869 -2.051389 -2.972207 -0.1 -1.8 0.0
Br 2.229289 -3.260219 -3.050472 -0.7 1.2 0.3
H -0.423825 -3.955248 -2.662509 -0.1 0.2 -0.1
H -1.618458 -2.759221 -3.229590 0.4 0.6 0.4
H 0.498381 -1.692829 -1.946099 0.2 0.0 -0.1
H 0.751944 -1.231543 -3.669594 -0.2 -0.4 0.0
```
Positions in Å, forces in eV/Å.

HOMO-LUMO gap = 10.2 eV
SMILES = BrCCBr.BrCCBr.BrCCBr
Net charge = 0
Energy above the lowest of the compared OMol25 structures with the same formula, charge and spin = 0.824 eV

Here are the Löwdin charges for atoms 1 to 4, given in e: 0.657, -0.692, -0.667, 0.626



No. 2
Entry from OMol25: a 11-piece molecular cluster, C25H74N2O19 overall at a distorted geometry (ωB97M-V/def2-TZVPD).

```
120
Properties=species:S:1:pos:R:3:forces:R:3
C 1.449765 4.646246 2.080063 1.4 0.8 1.0
C 0.327155 5.125616 3.029393 -0.2 -2.7 -1.0
O 0.793665 6.222166 3.674113 0.7 2.4 0.4
O 2.100345 5.705466 1.353023 -0.8 -0.5 -0.9
H 1.165805 3.853246 1.388243 -0.4 0.2 -0.1
H 2.275325 4.261876 2.679083 -0.2 -0.5 0.4
H 0.119785 4.384816 3.801593 0.2 -0.8 -0.1
H -0.590615 5.098236 2.441993 -0.4 1.3 -0.1
H 0.142265 6.823166 4.042973 -0.3 -0.3 -0.2
H 1.987815 6.562786 1.770083 -0.3 -0.1 0.5
C -0.771985 5.827276 -1.532877 1.7 -0.2 0.1
C -0.261635 4.970226 -2.698967 -0.8 3.3 -1.5
O -0.139895 5.899316 -3.948197 -0.3 -2.3 1.7
O 0.313225 6.726106 -1.095087 -2.1 -0.3 -0.6
H -1.182235 5.193606 -0.746587 0.7 -0.4 0.6
H -1.688245 6.357956 -1.791617 0.6 0.8 -0.5
H -1.058675 4.261136 -2.922637 0.4 -0.3 -0.4
H 0.729405 4.556936 -2.511537 -0.3 -0.2 0.0
H 0.014305 6.796526 -3.643487 0.2 0.0 0.4
H 1.075365 6.202886 -0.836257 0.1 -0.3 0.3
C 1.329965 -4.028994 -4.962677 1.5 0.5 0.3
C 1.565645 -2.681714 -4.243117 -2.0 0.1 -0.1
O 2.845375 -2.608564 -3.735127 1.8 0.1 0.2
O 1.371665 -5.175134 -4.116747 -0.8 0.3 0.1
H 2.255605 -4.097724 -5.534137 -0.1 0.1 -0.8
H 0.501995 -4.052254 -5.671217 -0.3 -0.1 0.5
H 0.944555 -2.407184 -3.390487 -0.6 -0.7 0.0
H 1.402255 -1.837894 -4.913477 -0.1 -0.1 -0.5
H 3.371025 -2.219384 -4.437857 0.5 -0.1 0.2
H 2.289975 -5.285294 -3.859527 0.1 0.0 0.1
C -2.856015 -3.230644 -2.680897 -0.8 0.0 -0.1
C -2.434805 -1.771994 -2.823177 0.0 -0.3 2.0
O -3.520055 -0.881694 -2.787827 -0.6 0.3 -0.7
O -3.723625 -3.482794 -3.790357 0.8 0.0 -0.2
H -3.448905 -3.499924 -1.806787 -0.4 0.9 0.7
H -1.987895 -3.854174 -2.467197 0.4 -0.3 -1.3
H -1.763615 -1.626274 -3.669567 -0.1 -0.1 -0.2
H -1.947425 -1.467364 -1.897027 0.9 -0.4 -0.1
H -4.040655 -1.062894 -3.573797 -0.4 0.1 -0.1
H -3.948935 -4.408694 -3.906797 0.1 -0.1 0.2
C -5.777185 3.742996 -1.395387 -1.9 -0.7 -1.0
C -4.921415 2.706746 -2.082537 0.8 -0.6 -0.2
O -3.989935 2.093706 -1.170547 0.1 0.3 0.6
O -6.959795 3.113056 -0.799727 1.5 0.4 0.1
H -6.255715 4.304976 -2.197437 0.4 0.4 0.0
H -5.255225 4.434246 -0.733697 0.1 -0.3 0.2
H -4.358355 3.103896 -2.927137 0.1 0.5 0.1
H -5.528845 1.920276 -2.530417 -0.4 0.1 0.2
H -3.763825 1.204046 -1.451587 -0.2 -0.2 -0.4
H -6.578675 2.431006 -0.241917 -0.3 -0.2 0.4
C 4.575085 -1.623604 0.359043 -1.8 -1.6 -0.4
C 4.162895 -2.948434 -0.266057 1.9 -1.6 0.0
O 4.766955 -3.294184 -1.499467 0.0 0.3 0.0
O 3.875455 -0.708914 -0.400217 -0.2 2.8 -0.9
H 5.618175 -1.310194 0.401833 -0.1 -0.5 -0.1
H 4.098795 -1.741824 1.332323 0.5 0.5 0.8
H 3.085285 -2.968024 -0.428787 -0.3 0.2 0.5
H 4.433865 -3.772204 0.394313 -0.2 -0.1 0.3
H 4.259985 -2.837704 -2.174897 0.0 0.1 -0.4
H 2.950715 -0.955814 -0.474347 -0.1 -0.1 0.1
C 0.285835 0.146196 0.452213 1.3 1.4 -0.8
C -0.924225 1.132746 0.455633 0.6 -2.1 0.9
O -0.915745 1.966216 -0.642387 0.7 0.3 -0.9
O 0.348415 -0.908814 -0.500997 -1.3 -0.5 -0.1
H 0.621895 -0.290154 1.392833 -0.6 0.4 0.3
H 1.101605 0.737676 0.036553 0.4 0.9 1.0
H -0.810485 1.673506 1.395173 -0.3 0.1 0.2
H -1.818535 0.509726 0.468103 -0.5 0.2 0.2
H -1.797825 2.304406 -0.813147 -0.4 0.1 0.0
H 0.273315 -0.407874 -1.316487 -0.1 -0.4 -1.3
C -0.327785 -5.896184 -0.670357 2.3 0.4 0.3
C 0.377415 -4.527694 -0.922497 -0.8 -0.6 -1.6
O 0.053635 -3.559734 0.031113 -0.8 -0.4 1.5
O 0.429335 -6.625684 0.315833 -1.3 0.2 0.5
H -0.407995 -6.508564 -1.568487 0.2 0.3 -0.3
H -1.352895 -5.744634 -0.332277 0.1 0.0 0.5
H 0.052845 -4.139604 -1.887967 -0.2 -0.2 -0.4
H 1.456765 -4.608174 -1.051497 0.2 -0.5 0.3
H 0.388455 -2.705634 -0.251727 0.0 0.6 -0.1
H 1.313065 -6.853934 0.018303 -0.1 0.2 -0.4
C 1.287835 1.419506 -3.163577 -1.1 1.6 -2.5
O 0.380005 0.333136 -3.183537 0.0 -1.4 1.5
H 0.690575 2.330886 -3.191307 0.1 0.3 0.9
H 2.057885 1.487866 -2.395167 -0.3 -0.8 0.0
H 1.647495 1.454656 -4.191927 1.3 0.0 0.2
H -0.235495 0.428796 -3.914027 0.1 0.3 0.1
C -4.230755 -1.625614 1.166903 0.2 1.0 1.4
C -2.807965 -1.975094 1.633323 -1.8 -1.0 0.0
C -2.309305 -1.346554 2.904313 -2.0 2.5 2.1
O -2.567735 0.106886 2.827153 0.9 -1.2 -0.6
C -2.263585 0.813606 4.028443 -0.6 -1.2 1.3
N -2.654815 -3.413364 1.598523 2.2 2.7 -0.9
H -4.485385 -2.022284 0.184093 0.0 0.2 0.1
H -4.366165 -0.552164 1.299133 0.3 0.2 -0.9
H -4.922055 -1.928554 1.953303 -0.1 -0.8 -0.2
H -2.095945 -1.650384 0.874573 0.7 0.0 -1.1
H -1.342645 -1.582704 3.349163 0.5 -0.1 -0.9
H -3.025255 -1.626904 3.676923 -0.1 -0.6 0.3
H -2.718105 0.316756 4.885563 -0.5 -0.5 0.1
H -2.775325 1.774796 4.076783 0.6 0.2 -0.8
H -1.223405 0.766006 4.350723 0.4 0.7 -0.9
H -2.822515 -3.791664 0.677183 -0.8 -0.7 -0.2
H -1.679845 -3.561524 1.816633 0.7 -1.4 0.7
C 3.189985 0.744366 2.671943 1.2 1.9 -2.0
C 2.675175 -0.337544 3.518663 0.6 -0.3 -0.4
C 3.797485 -0.847024 4.479453 -1.4 -0.7 1.4
O 3.986985 -0.037094 5.659693 0.3 -0.1 -0.9
C 5.341725 0.399196 5.777113 -1.0 1.4 0.0
N 1.472765 0.185406 4.083583 -0.9 0.0 1.9
H 2.491155 1.231256 1.991753 -0.7 -0.5 0.1
H 3.994575 0.471646 1.989033 0.3 -0.2 0.3
H 3.513245 1.628146 3.221983 0.4 -0.2 0.6
H 2.274945 -1.144404 2.904753 0.8 -0.6 -0.2
H 4.733035 -1.057624 3.961273 0.0 0.2 -0.1
H 3.449955 -1.762214 4.958773 0.0 -0.6 -0.6
H 6.068555 -0.375064 6.022773 -0.1 -0.2 -0.4
H 5.350915 1.147786 6.569343 0.0 -0.2 0.2
H 5.516855 0.975856 4.868883 0.9 -0.3 -0.2
H 1.771975 0.783806 4.840223 0.0 0.8 0.2
H 1.040835 -0.545454 4.630733 -0.4 -0.5 0.1
```
Positions in Å, forces in eV/Å.

Spin multiplicity = 2
HOMO-LUMO gap (alpha / beta) = 9.1 / 3.4 eV
<S²> = 0.754
Net charge = +1

Here are the Löwdin charges for atoms 1 to 4, given in e: -0.202, -0.287, -0.027, -0.076



No. 3
Entry from OMol25: C14H14IN5V as an isolated structure at a distorted geometry (ωB97M-V/def2-TZVPD).

```
35
Properties=species:S:1:pos:R:3:forces:R:3
C -0.816871 -2.644229 0.074251 -1.5 -0.7 -0.8
C 1.581190 -1.653447 1.533790 0.7 0.4 1.1
H -1.874784 -2.633947 0.364289 0.3 -0.1 0.0
H -0.298047 -3.433597 0.633782 -0.1 0.3 0.0
H -0.771955 -2.898397 -1.003010 0.1 0.2 0.5
H 1.648016 -1.243504 2.543850 0.2 0.0 0.0
H 1.375883 -2.718883 1.614242 0.0 0.0 -0.1
H 2.539934 -1.492866 1.022160 -0.3 0.0 0.0
C -2.364898 -0.339803 -1.266357 -0.2 0.4 0.3
C -3.522094 0.407928 -1.463852 0.3 -0.1 -0.1
C -3.539204 1.756623 -1.091735 0.2 -0.3 0.0
C -2.379569 2.325504 -0.572153 0.7 -0.2 0.2
H -2.264353 -1.375154 -1.589129 -0.3 0.3 0.2
H -4.388618 -0.090035 -1.890601 0.1 0.2 0.0
H -4.445281 2.349772 -1.197064 0.2 -0.1 -0.1
H -2.308063 3.377745 -0.307775 -0.3 -0.2 -0.2
N -1.298025 0.184670 -0.624878 -0.1 0.9 0.3
C -1.263304 1.514354 -0.326254 -1.5 -0.3 -0.4
C -0.042680 1.971862 0.325424 1.2 0.7 1.1
N 0.891183 1.005985 0.549975 -0.5 1.0 0.0
C 2.069476 1.327362 1.130643 -0.5 0.2 0.2
C 1.301529 3.566932 1.549311 0.0 -0.3 -0.1
C 2.273994 2.576021 1.705995 0.1 -0.2 -0.2
H 2.826449 0.544699 1.147976 -0.2 0.3 0.2
H 3.188258 2.733701 2.274223 -0.2 0.2 -0.2
C 0.167499 3.279116 0.790434 -0.4 -0.6 -0.3
H -0.599587 4.020650 0.581651 0.3 0.0 0.2
H 1.422086 4.540547 2.020213 0.0 -0.2 -0.2
V 0.210960 -0.945254 0.250303 3.2 -2.4 -4.1
I -1.125350 -0.819031 2.551637 -0.3 0.3 0.7
N 1.267499 -1.326571 -1.324610 -2.0 1.4 2.7
C 1.880489 -2.036506 -2.056595 2.6 -2.6 -2.9
N 2.560771 -2.727221 -2.871602 -2.0 2.1 2.3
C 2.885480 -3.993729 -2.612549 1.0 -2.8 0.0
N 3.211986 -5.111301 -2.465985 -0.8 2.4 -0.2
```
Positions in Å, forces in eV/Å.

Spin multiplicity = 2
HOMO-LUMO gap (alpha / beta) = 5.9 / 4.7 eV
<S²> = 0.755
Net charge = +2

Here are the Löwdin charges for atoms 1 to 4, given in e: -0.260, -0.243, 0.022, 0.055



No. 4
Entry from OMol25: C29H49Br2Cl3F2MgN2O8 as an isolated structure at a distorted geometry (ωB97M-V/def2-TZVPD).

```
96
Properties=species:S:1:pos:R:3:forces:R:3
O 2.526438 4.927527 -2.130992 0.5 0.7 0.0
C 2.301508 3.718985 -2.106064 -0.1 -0.1 0.5
C 3.218409 3.017935 -1.120307 0.2 -1.0 0.5
C 3.613031 1.541487 -1.140387 -0.2 0.0 0.3
C 2.479349 0.556730 -0.971327 0.3 -1.1 0.8
C 1.645819 0.578682 0.333445 0.3 0.1 -0.4
C 0.945844 -0.718003 0.141572 -0.7 0.2 0.4
N 1.713248 -1.535530 -0.461144 0.6 0.0 -0.2
C 2.994138 -0.918930 -0.812919 -0.7 1.2 -1.1
N 1.380752 3.031399 -2.820069 0.1 1.0 -0.4
C 0.201059 2.555449 -2.130446 -0.2 -0.7 0.3
C -0.543658 1.539716 -2.726840 -0.1 0.0 0.2
C -1.653987 1.021888 -2.068986 0.2 0.3 0.2
C -2.020253 1.511756 -0.812521 0.4 0.2 -0.3
C -1.289251 2.548282 -0.239567 -0.1 -0.3 -0.1
C -0.179097 3.078009 -0.897368 -0.2 -0.2 -0.1
H 2.810287 3.304632 -0.129839 -0.2 -0.3 0.3
H 4.145635 3.578837 -1.338363 0.5 -0.4 -0.3
H 4.296771 1.373530 -0.302093 0.1 0.1 0.0
H 4.186754 1.323852 -2.040812 -0.1 0.1 -0.2
H 1.801912 0.469811 -1.815444 0.0 0.6 -0.2
H 2.329747 0.391855 1.173037 0.0 0.3 0.2
H 0.996128 1.413848 0.556497 -0.1 0.0 -0.1
H -0.058320 -1.015463 0.434567 0.0 -0.4 0.1
H 1.404424 -2.496110 -0.642945 -0.4 -0.2 0.5
H 3.715224 -0.963530 0.002548 0.2 -0.4 -0.1
H 3.342404 -1.286219 -1.770897 0.4 -0.4 0.2
H 1.164286 3.521338 -3.685046 -0.2 0.1 0.0
H -0.254856 1.153779 -3.695183 0.1 0.0 0.0
H -2.221225 0.223975 -2.524954 0.0 0.0 0.0
H -2.867654 1.086850 -0.295270 0.0 0.0 0.1
H -1.584877 2.917424 0.733318 0.0 0.1 0.0
H 0.361126 3.890895 -0.424169 0.0 0.1 -0.1
C -4.458777 7.025812 4.871374 -0.1 0.0 0.0
O -5.055150 6.147112 3.939471 0.1 -0.2 0.1
C -4.305862 5.944187 2.768282 -0.1 0.1 0.0
C -4.481189 4.529560 2.247497 0.0 0.0 -0.2
O -3.797139 3.538860 2.989182 0.1 0.0 -0.1
C -4.292155 3.206825 4.274862 0.1 -0.1 0.2
C -5.599691 2.437788 4.260676 -0.2 0.0 0.1
O -6.678587 3.283805 3.945123 0.1 0.1 -0.2
C -7.715961 2.658136 3.215108 0.0 0.0 0.1
H -4.458840 8.055997 4.501147 0.0 0.0 0.0
H -5.048095 6.977965 5.783172 0.0 0.0 0.0
H -3.429615 6.723322 5.096728 0.0 0.0 0.0
H -3.241621 6.141256 2.947500 0.0 0.0 0.0
H -4.666439 6.631533 1.990085 0.1 0.0 -0.1
H -4.033029 4.487688 1.251369 0.0 0.0 0.0
H -5.542558 4.295123 2.139477 0.0 0.0 0.2
H -4.379736 4.092339 4.908625 -0.1 0.0 -0.1
H -3.533206 2.554097 4.709804 0.0 0.0 0.0
H -5.750064 2.023422 5.266872 0.1 -0.1 0.0
H -5.531921 1.609408 3.545877 0.0 0.0 0.0
H -7.321273 2.130302 2.340060 0.0 0.0 0.0
H -8.392976 3.440355 2.881109 0.0 0.0 0.0
H -8.270318 1.952610 3.841366 0.0 0.0 0.0
C 4.927516 -4.133289 -2.687124 0.0 0.0 -0.1
Cl 6.503336 -4.019984 -1.928658 0.0 0.1 0.0
Cl 3.642816 -4.100090 -1.475956 0.0 -0.2 0.0
Cl 4.691730 -2.844500 -3.888232 0.0 0.1 0.0
H 4.874995 -5.088473 -3.202477 -0.1 0.2 0.0
C 3.278184 -3.858391 -8.640748 0.0 0.0 0.0
C 2.791262 -3.108164 -7.417182 -0.1 -0.1 -0.1
O 2.325042 -4.148977 -6.586530 0.2 0.1 0.1
C 3.040040 -5.275092 -6.894616 -0.1 0.0 0.0
O 3.084269 -6.241794 -6.216378 0.0 -0.1 0.1
O 3.688769 -5.103254 -8.064225 0.0 0.0 -0.1
F 1.766355 -2.263298 -7.692977 0.0 0.0 0.0
H 2.462658 -4.024757 -9.345176 -0.1 0.0 0.0
H 4.109801 -3.381041 -9.149471 0.1 -0.1 0.1
H 3.571152 -2.553164 -6.891043 0.0 0.1 0.0
F -0.123152 -2.860736 0.504302 0.1 -0.1 -0.3
C 0.119881 -2.815327 3.537528 -0.3 0.0 -0.1
C 0.388517 -1.326931 3.426630 0.2 -0.1 0.2
O -0.726556 -0.511611 3.115111 0.1 0.2 -0.2
C -1.814686 -0.565260 4.023168 -0.1 -0.2 0.1
C -1.461442 -0.154173 5.442956 0.1 0.0 -0.1
H -0.304616 -3.175393 2.597144 0.1 0.0 0.0
H 1.065369 -3.328058 3.715834 0.0 0.0 0.0
H -0.554223 -3.073113 4.355847 0.1 0.1 0.1
H 1.088276 -1.155170 2.604175 0.0 -0.1 0.0
H 0.876036 -0.962437 4.342412 0.0 0.0 0.0
H -2.261874 -1.564269 4.013164 0.1 0.0 0.0
H -2.558321 0.118156 3.612669 0.0 0.0 0.0
H -0.726572 -0.821410 5.892428 0.0 0.0 0.0
H -2.356152 -0.179425 6.064240 0.0 0.0 0.0
H -1.052986 0.858004 5.458999 0.0 0.0 0.0
Mg 4.082234 5.017038 -0.089163 -0.8 0.6 -0.9
Br 2.970275 -8.718716 -0.504532 0.0 0.1 0.0
C 3.073886 -8.516891 -2.433324 0.0 -0.1 0.1
C 4.460671 -8.777392 -2.955182 0.0 0.1 -0.2
Br 5.667278 -7.297350 -2.558957 0.1 -0.4 0.1
H 2.731361 -7.512579 -2.659647 0.0 0.0 -0.1
H 2.377669 -9.240907 -2.848817 0.0 0.0 0.0
H 4.447767 -8.862660 -4.038985 0.0 0.0 0.0
H 4.916525 -9.661315 -2.523004 0.0 0.0 0.0
```
Positions in Å, forces in eV/Å.

HOMO-LUMO gap = 1.5 eV
Net charge = +2

Here are the Löwdin charges for atoms 1 to 4, given in e: 0.048, -0.454, -0.177, -0.105



The evaluated E_tot for the records listed, in turn: -426671.280, -68990.183, -55963.119, -238737.319 eV.